1.
Formula: C5H4OS
Source: the OMol25 dataset
Level of theory: ωB97M-V with the def2-TZVPD basis set

Results
ΔE to the lowest compared entry with this formula, charge and spin: 4.3340 eV
LUMO (alpha / beta): -1.3 / -1.3 eV
frontier orbital gap (alpha / beta): 6.958 / 6.959 eV
molar mass: 112.15 u
SMILES: OC=C=C=CC=S

```
! wB97M-V def2-TZVPD RIJCOSX def2/J DEFGRID3
* xyz 0 1
O -1.6797 -1.6947 -2.0423
C -1.7729 -1.6460 -0.7132
C -0.8359 -0.7601 0.0327
C -0.0146 -0.0076 0.7588
C 0.8444 0.8393 1.3363
C 1.7099 1.6261 0.5338
S 2.1176 1.3344 -1.0225
H -0.7047 -1.2854 -2.1778
H -2.5988 -1.9732 -0.1392
H 0.6185 1.0511 2.3778
H 2.3162 2.5161 1.0555
*
```

Need the Mulliken charges? In units of e they are: O -0.454; C -0.180; C 0.016; C 0.601; C -0.835; C -0.197; S -0.264; H 0.386; H 0.357; H 0.331; H 0.238

---

2.
Formula: C2H4FNO3
Source: the OMol25 dataset
Level of theory: ωB97M-V with the def2-TZVPD basis set

Results
ΔE to the lowest compared entry with this formula, charge and spin: 0.6380 eV
LUMO: 0.1 eV
frontier orbital gap: 11.226 eV
molar mass: 109.06 u
SMILES: C[C@](O)(F)[N+](=O)[O-]

```
! wB97M-V def2-TZVPD RIJCOSX def2/J DEFGRID3
* xyz 0 1
C -0.3760 -0.5191 -0.2329
C 0.6676 0.5236 -0.1829
O 0.6218 1.4976 0.7796
F 0.9068 1.0459 -1.4711
N 2.1551 -0.2886 0.1006
O 2.1785 -1.4158 -0.3633
O 3.0817 0.3324 0.5615
H 0.0474 -1.3299 -0.6355
H -0.8912 -0.7690 0.7687
H -1.1995 -0.1886 -0.9998
H 1.5310 1.7582 1.0591
*
```

Need the Mulliken charges? In units of e they are: C -1.204; C 0.955; O -0.495; F -0.289; N 0.781; O -0.545; O -0.585; H 0.423; H 0.283; H 0.301; H 0.374

---

Here are the calculated max |F| numbers, same order: 0.14950; 0.10903 (Eh/bohr).